15
Properties=species:S:1:pos:R:3:mulliken_charge:R:1 method="wB97M-V/def2-TZVPD" lumo_energy_ev="-6.03 / -7.72" e_above_lowest_kj_mol=389.3 charge=+1 gap_ev="8.04 / 4.47"
C 2.847 0.432 -0.550 0.45
Cl -0.567 -2.357 -1.141 -0.01
Cl 3.523 2.022 -0.545 -0.08
S 3.815 -0.972 -0.229 0.05
N 1.581 0.414 -0.914 -0.13
H 3.212 -3.201 -0.384 0.38
C 0.487 0.782 -1.255 0.34
H -2.336 2.201 -0.305 0.34
H -1.687 0.689 0.149 0.32
H 1.788 -2.189 0.315 0.30
H -3.016 0.748 -1.022 0.33
C 2.644 -2.344 -0.376 -0.77
C -2.006 1.208 -0.686 -0.80
S -0.825 1.112 -2.094 0.01
H 2.075 -2.200 -1.322 0.27

23
Properties=species:S:1:pos:R:3:mulliken_charge:R:1 method="wB97M-V/def2-TZVPD" lumo_energy_ev=0.70 e_above_lowest_kj_mol=108.8 smiles=C1CCNC1.O.O.O gap_ev=9.63
C -1.309 0.532 1.622 -0.58
H -2.243 1.044 1.858 0.29
H -0.758 0.150 -1.506 0.30
H -1.337 -4.856 -0.962 0.29
C 0.347 1.307 -0.004 -0.50
H -0.138 2.428 1.758 0.33
C -0.055 1.388 1.466 -0.43
H -2.297 -0.234 0.051 0.27
H 0.439 -0.759 -0.464 0.22
H -1.164 -0.135 2.464 0.22
H 1.355 -3.078 1.615 0.32
H -1.175 -4.122 0.286 0.32
H 0.086 2.208 -0.538 0.31
H 1.414 1.136 -0.139 0.28
O -0.626 -4.591 -0.360 -0.62
O 2.172 -2.834 2.067 -0.64
H 1.785 4.558 -4.294 0.32
O 1.611 3.610 -4.329 -0.64
N -1.373 -0.387 0.434 -0.40
C -0.305 0.020 -0.528 -0.51
H 0.698 0.972 2.121 0.20
H 0.870 3.562 -4.945 0.32
H 2.001 -1.918 2.328 0.32

18
Properties=species:S:1:pos:R:3:mulliken_charge:R:1 method="wB97M-V/def2-TZVPD" lumo_energy_ev=0.11 e_above_lowest_kj_mol=381.4 smiles=O.O.O.O.O.O gap_ev=10.08
O -0.026 3.490 -1.635 -0.75
H 3.126 -1.677 2.839 0.32
O 2.340 -2.214 2.686 -0.61
O 0.027 -1.236 0.411 -0.63
H -3.103 -3.663 3.076 0.31
H -1.899 1.230 -2.912 0.31
H 1.607 3.451 -1.534 0.38
H -0.118 -0.307 0.626 0.31
H -0.611 3.190 -0.930 0.32
O -1.577 0.555 -2.303 -0.63
O 1.666 2.502 -1.376 -0.68
H 0.863 2.295 -0.885 0.32
H -1.749 -3.970 2.458 0.32
O -2.615 -3.603 2.247 -0.63
H -0.761 0.243 -2.709 0.33
H 1.877 -1.754 1.977 0.31
H 0.971 -1.288 0.223 0.30
H -0.018 2.757 -2.261 0.41

33
Properties=species:S:1:pos:R:3:mulliken_charge:R:1 method="wB97M-V/def2-TZVPD" lumo_energy_ev="-10.27 / -11.03" multiplicity=3 e_above_lowest_kj_mol=66.8 charge=+2 s2=2.098 gap_ev="5.76 / 5.00"
O -0.681 -0.791 2.470 -0.28
I 1.577 -2.290 0.676 0.23
H 2.443 4.520 3.371 0.48
V 0.438 0.209 -0.287 0.37
H -2.351 -2.145 -3.193 0.48
P -0.646 -1.685 -1.538 0.70
C 0.902 3.011 0.747 0.02
N 1.184 1.721 1.027 -0.05
C -0.190 -0.581 1.403 0.37
H 1.261 -2.979 -2.267 0.33
H 0.955 -1.577 -3.326 0.36
H -2.034 0.545 -0.675 0.35
C 1.350 4.058 1.559 -0.78
C 0.485 -2.393 -2.767 -0.89
C 2.076 3.749 2.707 -0.10
H -1.916 -0.407 -3.169 0.39
H -0.101 -3.026 -3.442 0.44
H -1.681 -3.861 -1.214 0.43
H -2.977 -1.074 -1.901 0.43
C 1.835 1.402 2.170 -0.11
H -1.973 0.859 1.031 0.48
H -2.323 -0.804 0.438 0.56
C -1.711 0.090 0.278 -1.26
C -2.120 -1.288 -2.549 -1.33
H 1.936 0.360 2.418 0.53
H 1.090 5.080 1.278 0.40
H -0.412 -3.568 -0.002 0.37
C 2.314 2.409 3.016 -0.12
H 0.311 3.202 -0.159 0.39
Cl 1.033 1.176 -2.201 -0.31
C -1.256 -3.107 -0.544 -1.05
Cl 3.172 1.968 4.445 -0.14
H -1.989 -2.782 0.200 0.31

12
Properties=species:S:1:pos:R:3:mulliken_charge:R:1 method="wB97M-V/def2-TZVPD" lumo_energy_ev=-6.29 e_above_lowest_kj_mol=278.2 charge=+1 gap_ev=8.40
Br 0.656 2.793 0.881 -0.11
H 2.005 -1.154 0.772 0.28
H -0.246 -1.675 -1.342 0.35
H 0.949 -0.504 2.052 0.33
C -0.249 -0.646 -1.183 -0.45
H -1.913 -0.614 0.380 0.31
C 0.998 -0.667 1.001 -0.13
N 0.195 -0.118 0.132 -0.03
C -1.199 -0.083 -0.190 -0.25
H 0.620 1.753 0.219 0.20
H -1.737 0.831 -0.675 0.24
H -0.077 0.084 -2.045 0.26

130
Properties=species:S:1:pos:R:3:mulliken_charge:R:1 method="wB97M-V/def2-TZVPD" lumo_energy_ev=-5.67 e_above_lowest_kj_mol=44.4 charge=+2 gap_ev=6.65
H -6.017 0.738 -4.920 0.31
H 0.513 5.576 6.857 0.41
N 0.110 -3.916 -4.159 1.16
C 7.140 -1.538 0.650 -0.29
C 3.097 -5.847 -2.949 -0.60
H 2.120 -4.199 5.027 0.20
H 8.159 -1.465 0.208 0.33
C 4.906 -2.413 0.774 0.84
O 0.007 4.514 -2.017 -0.52
O -4.334 -0.844 4.432 -0.37
H -4.725 5.865 -4.292 0.33
N 0.506 4.392 -0.933 0.75
H -6.339 -1.201 3.848 0.31
H 1.279 -5.587 4.231 0.46
N -2.575 0.317 -1.915 1.36
H -5.066 7.160 -0.351 0.35
H 1.048 -1.680 -3.955 0.97
H 2.498 -2.741 -1.740 0.85
O -2.109 2.992 -1.885 -0.59
C -4.278 -0.179 -5.751 -0.59
Ca -0.494 1.455 0.125 1.38
C -4.360 5.264 -0.483 -0.53
H 2.643 -6.878 -2.814 0.42
H 5.102 -4.105 -4.997 0.42
C 5.581 -0.500 2.055 -0.27
I -1.000 -5.712 1.576 -0.32
O 0.878 -5.895 -1.288 -0.41
C 1.830 4.991 -0.758 0.13
O -0.674 2.415 2.428 -0.39
C 2.981 -3.482 -2.356 0.13
O 2.374 -1.957 1.775 0.15
H -3.590 -1.385 6.247 0.35
H -0.572 4.670 2.015 -0.01
H -5.210 -0.876 2.599 0.24
H 5.235 6.573 -0.493 0.36
C 0.918 -1.791 -4.994 -0.40
H -5.657 7.277 -2.919 0.41
H 4.122 -3.161 0.481 0.03
H 7.476 0.387 1.696 0.40
H -0.017 -4.426 -6.993 0.53
C -5.340 -1.379 3.534 -0.46
C 6.778 -0.414 1.417 -0.87
C -5.243 6.429 -2.415 -0.39
H 0.938 7.316 5.191 0.44
H 6.489 -3.349 -0.310 0.51
H 1.229 -0.559 -8.155 0.39
C 2.703 4.372 0.138 -0.12
C -5.012 -2.935 3.598 -0.42
C 0.566 6.392 4.832 -0.68
O -3.230 0.674 -0.940 -0.60
C -0.250 -3.328 6.139 -0.36
C -3.885 4.356 -1.408 0.52
H 1.458 0.169 -5.692 0.49
H -1.379 -0.709 -4.036 0.31
C -4.214 -3.063 4.955 -0.21
N -0.863 2.672 3.598 0.58
H -0.562 -5.403 5.705 0.32
C 0.206 -4.748 5.992 -0.81
H -0.046 3.238 6.005 0.50
C 0.341 -3.461 -6.678 -0.68
C 0.403 5.385 5.796 -0.41
C 6.218 -2.536 0.318 -0.96
H -5.880 -3.558 3.578 0.37
C 0.012 4.127 5.415 -0.79
N 3.294 -1.255 2.250 0.62
C 0.453 -3.076 -5.316 0.15
C 0.332 6.139 3.448 -0.59
H -0.104 -1.779 4.678 0.06
C -0.316 3.973 4.052 0.59
C 1.138 -4.666 4.786 -0.53
C -2.419 -0.504 -4.204 0.12
O -2.790 3.112 0.147 -0.42
C 4.452 -4.211 -4.117 -0.66
H -3.205 -3.450 5.002 -0.19
H 1.455 6.290 -2.376 0.54
C 0.670 -2.484 -7.624 -0.53
H -3.991 5.312 0.552 0.39
C 1.153 -0.830 -5.993 -0.92
Hf 0.814 -3.802 1.635 -0.79
H 3.751 7.513 -1.902 0.42
O -0.272 -5.039 -4.364 -0.63
O -1.358 0.139 -1.787 -0.57
H 4.210 -6.239 -4.702 0.44
H -5.304 -1.659 6.155 0.26
C 3.942 -3.222 -3.306 -0.69
H 2.337 3.612 0.814 0.56
C -0.247 4.947 3.069 0.01
H 0.558 -2.775 6.699 0.35
C 3.902 -5.482 -3.995 -0.47
C -3.010 -0.650 -5.485 -0.31
O 0.054 3.772 -0.008 0.15
H -3.664 3.692 -3.420 0.56
C 2.662 -4.812 -2.156 -0.13
C -3.149 0.077 -3.216 -0.19
H 0.451 6.958 2.781 0.50
C -0.467 -2.862 4.734 -0.02
C -4.111 4.413 -2.788 -0.40
H 0.521 -2.668 -8.620 0.51
C -4.790 5.487 -3.279 -0.78
H 4.693 4.632 0.979 0.44
H 0.665 -5.209 6.904 0.39
C -4.438 0.543 -3.445 -0.44
H -2.291 -0.979 -6.215 0.37
H -5.047 0.948 -2.631 0.52
N 1.541 -4.966 -1.239 0.75
I 2.163 0.692 -0.279 -0.56
O 3.095 -0.427 3.110 -0.57
N -2.864 3.444 -1.021 1.05
H -4.356 -3.189 2.765 0.14
O 1.287 -4.031 -0.377 1.28
C -5.044 6.324 -1.020 -0.52
C -4.343 -1.705 5.528 -0.47
H -4.852 -3.687 5.545 0.42
C 2.160 6.047 -1.614 -0.52
H 4.393 -2.198 -3.532 0.42
C 3.981 4.981 0.252 -0.97
H -4.589 -0.125 -6.751 0.50
O -1.321 1.995 4.463 -0.54
O 0.442 -3.689 3.878 0.46
C -5.022 0.278 -4.675 -0.69
I -0.899 -1.648 1.428 -0.06
H -1.211 -3.351 6.691 0.30
H 5.289 0.194 2.795 0.58
O 0.016 -3.310 -3.097 -0.45
C 1.029 -1.189 -7.279 -0.51
H -1.449 -3.052 4.355 0.07
C 3.404 6.611 -1.458 -0.59
C 4.632 -1.442 1.762 -0.40
Cl 2.768 -5.011 1.972 -0.45
C 4.279 6.053 -0.572 -0.31

104
Properties=species:S:1:pos:R:3:mulliken_charge:R:1 method="wB97M-V/def2-TZVPD" lumo_energy_ev=0.39 e_above_lowest_kj_mol=333.7 smiles=C1CCOC1.C1CCOC1.C1CCOC1.C1CCOC1.C1CCOC1.C1CCOC1.C1CCOC1.C1CCOC1 gap_ev=9.56
H -15.785 -16.905 9.765 0.25
O -24.605 -19.753 8.453 -0.46
C -20.764 -16.509 5.412 -0.89
C -24.115 -19.229 7.236 -0.49
H -21.791 -16.671 14.401 0.37
C -15.777 -24.833 12.540 -0.19
C -23.438 -21.438 7.529 -0.77
C -20.044 -17.803 13.660 -0.18
H -20.597 -18.250 6.561 -0.59
H -24.052 -22.200 7.049 0.29
H -15.113 -19.576 15.496 0.27
C -20.258 -16.622 15.819 -0.52
H -16.107 -23.770 10.657 0.05
H -15.696 -20.322 13.409 0.30
H -21.570 -18.224 15.187 0.28
H -22.525 -22.021 7.641 0.35
C -23.154 -20.277 6.631 0.49
C -15.010 -17.662 9.881 0.21
H -15.230 -18.231 10.785 -0.23
H -13.558 -21.740 12.742 0.35
H -13.141 -16.155 8.391 0.29
H -11.988 -21.308 15.052 0.34
H -18.399 -21.662 8.582 0.10
C -21.039 -17.378 14.752 -0.66
O -17.952 -21.275 10.426 -0.28
H -19.449 -18.282 3.748 0.33
H -21.982 -15.848 3.896 0.35
C -20.133 -17.824 5.671 0.63
C -21.870 -16.798 4.418 -0.33
C -24.119 -20.940 8.831 -0.30
H -18.365 -23.561 11.848 0.00
C -16.706 -25.600 13.302 -0.59
C -15.797 -23.098 7.600 0.58
O -21.377 -17.950 3.681 -0.45
H -16.132 -22.703 8.559 -0.41
H -16.251 -25.521 10.601 0.27
H -19.689 -19.435 8.293 -0.25
H -13.888 -23.105 6.629 0.41
C -17.989 -24.548 11.579 -0.11
O -16.892 -23.081 6.646 -0.49
H -15.849 -20.847 5.811 0.10
H -18.435 -20.097 11.885 0.25
H -22.138 -19.956 6.863 -0.53
H -13.014 -19.218 8.540 0.19
H -17.029 -22.407 4.664 0.45
H -18.674 -18.093 10.341 0.57
H -19.749 -21.895 9.637 0.32
C -18.923 -21.215 9.427 -0.63
H -11.920 -17.273 9.141 0.26
C -16.300 -22.846 5.346 -0.66
H -14.522 -18.157 14.565 0.31
H -23.455 -18.408 7.513 0.27
H -19.069 -17.710 5.881 0.26
H -20.358 -19.753 9.871 0.15
C -20.309 -18.545 4.364 -0.55
H -20.423 -19.629 4.381 0.26
H -15.330 -19.482 8.693 -0.08
C -14.662 -22.388 6.904 -0.39
H -19.985 -15.623 15.479 0.30
H -14.549 -21.497 4.861 0.43
O -13.112 -19.624 15.177 -0.46
C -14.921 -18.472 8.679 0.08
H -21.129 -15.913 6.248 0.38
H -15.814 -23.640 4.779 0.28
C -13.745 -21.272 13.708 -0.57
H -14.318 -21.524 7.474 -0.01
H -11.933 -20.274 13.586 0.27
H -14.789 -25.284 12.448 0.46
C -15.280 -21.759 5.627 -0.44
H -22.775 -17.119 4.933 0.19
H -20.111 -17.061 12.865 0.22
C -16.469 -24.640 11.205 -0.18
O -13.689 -17.175 10.054 -0.51
O -18.028 -25.291 12.816 -0.50
H -14.315 -19.509 12.602 -0.09
H -15.669 -23.809 12.897 -0.11
H -16.731 -25.402 14.374 0.31
H -13.503 -18.258 7.091 0.39
C -17.724 -20.008 11.064 0.86
H -24.885 -21.574 9.278 0.28
C -18.890 -17.429 15.698 -0.54
C -14.638 -20.072 13.478 0.03
O -18.800 -17.879 14.317 -0.32
H -23.204 -20.517 5.569 0.42
H -14.282 -21.929 14.392 0.28
C -14.400 -19.224 14.751 -0.49
C -19.436 -19.791 9.291 0.16
H -18.677 -24.999 10.865 0.31
H -20.309 -18.754 13.199 0.16
C -13.537 -18.333 8.178 -0.47
C -18.362 -19.084 10.011 -0.23
H -15.491 -18.001 7.878 0.05
H -16.714 -19.740 11.374 -0.80
H -15.590 -24.155 7.769 0.19
H -23.348 -20.738 9.575 0.14
H -20.638 -16.735 16.834 0.30
C -12.552 -20.633 14.408 -0.54
C -12.960 -17.127 8.851 -0.47
H -17.761 -18.781 9.153 -0.16
H -18.060 -16.757 15.917 0.28
H -16.457 -26.647 13.131 0.27
H -18.863 -18.236 16.429 0.31
H -24.942 -19.036 6.552 0.32
H -20.038 -15.835 4.958 0.36

102
Properties=species:S:1:pos:R:3:mulliken_charge:R:1 method="wB97M-V/def2-TZVPD" lumo_energy_ev="-7.48 / -6.04" multiplicity=2 e_above_lowest_kj_mol=0.0 charge=+2 s2=1.035 gap_ev="6.36 / 7.73"
H 1.847 1.302 -4.790 0.28
H -0.263 -3.527 -4.720 0.51
H -0.386 0.366 -4.788 0.36
H 1.115 1.228 4.273 0.59
C 0.479 -4.320 2.833 -0.96
C -0.850 3.621 0.205 0.58
C 0.255 -1.557 2.474 0.48
C -3.844 2.684 -3.041 -1.18
C -3.174 -1.500 0.966 -0.69
H 6.574 -1.856 2.260 0.43
H 4.761 -2.818 0.082 0.22
C -5.194 1.356 -1.555 -1.03
H -1.055 1.946 -4.417 0.19
C 5.655 -0.075 -0.564 -1.32
H -1.451 0.361 4.883 0.40
H 4.988 -1.145 1.973 0.13
H 1.125 -3.855 4.828 0.48
N 4.188 0.037 -0.367 0.89
H 6.064 0.868 -0.218 0.41
H 3.325 -1.579 -1.500 0.83
Mn 0.240 0.462 -0.141 0.55
H -6.049 -3.270 0.711 0.44
H 1.753 -3.303 -0.214 0.60
C -1.636 4.762 0.056 -0.52
C 1.943 -4.060 -2.205 -0.72
H -4.290 0.801 0.305 0.45
C 0.514 3.752 0.471 -0.29
H -5.848 2.050 -3.474 0.45
C -2.967 1.993 -0.906 0.44
H 7.334 -1.169 0.001 0.39
H 1.859 -4.710 -4.248 0.46
H -1.359 -2.202 -2.962 0.70
C 1.377 -4.130 -3.471 -0.80
H -3.723 3.212 -3.979 0.53
C -0.266 1.240 -4.149 -0.56
C 0.061 -3.814 1.612 -0.16
H 1.140 2.875 0.562 0.49
C -1.991 0.960 4.153 -0.59
H 0.740 7.124 0.579 0.44
C 6.264 -1.238 0.210 0.74
C -1.546 1.038 2.830 0.44
C 1.317 -3.327 -1.205 -1.65
C 1.089 5.009 0.604 -1.52
P -0.661 -1.722 -0.123 1.84
H 1.161 2.892 -4.530 0.33
C 0.117 -2.661 -1.462 1.27
H -1.670 6.904 0.075 0.47
C 1.143 1.862 -4.178 -0.62
C -5.037 2.029 -2.757 -0.80
H 6.419 -3.391 0.123 0.45
C -0.031 -2.435 1.426 -0.23
C -5.034 -2.950 0.507 -0.81
C -3.134 1.640 4.544 -0.89
C 3.212 -0.748 -0.820 -0.90
H -4.714 2.965 3.937 0.47
C 0.185 -3.466 -3.735 -0.94
C 1.617 1.818 -2.727 -0.15
N 2.096 -0.280 -0.320 0.11
C -2.422 -2.140 -0.021 1.52
H 5.836 -0.159 -1.633 0.44
H 1.545 2.170 2.840 0.38
C -4.287 -3.595 -0.467 -0.75
H -3.946 3.122 1.605 0.46
H -3.478 1.572 5.569 0.47
H 2.863 -4.592 -1.988 0.55
C -0.430 0.859 -2.703 -0.09
H 0.562 -5.393 2.972 0.47
O 2.722 2.075 -2.318 -0.63
C 1.408 1.152 3.217 -1.40
C -2.259 1.807 1.914 0.02
H 2.151 5.105 0.801 0.52
C 0.678 -2.084 3.702 -0.72
H -5.046 -1.403 2.004 0.56
C -2.810 2.664 -2.121 -0.68
C -3.830 2.421 3.625 -0.93
O -1.318 0.181 -2.170 -0.61
H -2.691 4.680 -0.171 0.43
H 6.424 -0.106 2.072 0.38
H -0.201 -4.496 0.810 0.57
C 6.051 -1.069 1.713 -1.28
C 0.298 6.140 0.471 -0.64
H -2.741 -0.694 1.547 0.66
N 3.674 1.006 0.407 -1.43
N 2.417 0.799 0.414 0.38
H -2.415 -3.736 -1.477 0.50
P -1.576 1.957 0.239 2.26
H -4.717 -4.420 -1.022 0.48
C -4.158 1.330 -0.630 -0.53
C -2.982 -3.200 -0.732 -1.15
C -1.058 6.017 0.191 -0.87
H 0.918 -1.420 4.530 0.46
C -0.443 -2.728 -2.742 -0.51
H -1.886 3.189 -2.336 0.96
C 5.777 -2.604 -0.275 -1.33
H -6.124 0.849 -1.332 0.50
N 0.571 1.330 -1.941 0.67
H 5.798 -2.687 -1.368 0.35
Si 0.061 0.287 2.319 1.84
H 2.358 0.616 3.149 0.33
C 0.793 -3.457 3.877 -0.87
C -3.396 2.510 2.312 -0.41
C -4.474 -1.902 1.229 -0.83